Below is a molecular structure, C45H100ClF4N7O8S4, with properties calculated with wB97M-V/def2-TZVPD.

* HOMO level: -12.4782 eV
* energy above the lowest of the compared OMol25 structures with the same formula, charge and spin: 0.0 kJ/mol
* net charge: +2

The geometry in XYZ format:
```
169
Properties=species:S:1:pos:R:3:mulliken_charge:R:1
C -4.3163 -19.5477 26.0793 -1.1548
C -3.2893 -19.8631 24.9165 -0.5079
C -1.9159 -19.1985 25.2656 1.0763
N -0.8363 -19.5031 24.2874 1.2570
C 0.3521 -18.7228 24.6795 0.0915
C 1.5668 -18.8606 23.8166 1.2251
C 1.9602 -20.3066 23.7482 -0.9678
C 0.7426 -21.1715 23.4878 -0.9223
C -0.4138 -20.8812 24.3401 -0.5831
C -1.2237 -19.0818 22.9784 -1.7966
H -5.2709 -19.9904 25.7540 0.4728
H -4.5731 -18.4871 26.1826 0.2371
H -4.0337 -19.9328 27.0655 0.1178
H -3.7257 -19.4556 23.9975 0.2918
H -3.2425 -20.9388 24.7482 0.4339
H -1.5043 -19.4509 26.2609 -0.3866
H -1.9780 -18.1056 25.2730 -0.6087
H 0.5721 -19.0777 25.6721 0.5903
H 0.0144 -17.6938 24.6712 -1.0219
H 2.3584 -18.3175 24.3458 0.2649
H 1.4672 -18.4166 22.8177 -0.8307
H 2.4369 -20.6804 24.6458 0.4255
H 2.7126 -20.3960 22.9613 0.4365
H 1.0167 -22.2049 23.6827 0.6613
H 0.3844 -21.1106 22.4744 0.0600
H -0.1253 -21.0317 25.3797 0.3409
H -1.2262 -21.5294 24.0759 0.5451
H -0.3988 -19.1160 22.2921 0.6333
H -1.6812 -18.0948 23.0557 0.0909
H -2.0193 -19.7467 22.6934 0.3589
C 0.5314 -14.4979 18.1877 -1.6045
C -0.4682 -15.5189 18.6389 1.1852
C -1.8506 -14.9189 19.0385 -1.0219
N -3.0135 -15.8492 19.2016 0.5009
C -4.1761 -14.9470 19.5364 -0.6076
C -5.5190 -15.5932 19.5460 -0.7032
C -5.7763 -16.3815 18.2679 -0.8989
C -4.5892 -17.2608 17.8832 -0.6035
C -3.3012 -16.5236 17.9174 -0.4584
C -2.8456 -16.8250 20.3199 -1.0309
H 0.8080 -13.7056 18.8821 0.2586
H 0.1082 -14.0030 17.3287 0.4827
H 1.4421 -15.0413 17.9391 0.3389
H -0.0462 -15.9547 19.5484 -0.8192
H -0.5961 -16.3184 17.9216 0.3747
H -2.2314 -14.2768 18.2412 0.4932
H -1.7292 -14.3225 19.9529 0.4282
H -4.2028 -14.1996 18.7442 0.5379
H -3.8890 -14.5199 20.5054 0.4353
H -6.2239 -14.8157 19.7791 0.4953
H -5.5946 -16.2126 20.4431 0.3032
H -5.8968 -15.6725 17.4595 0.3200
H -6.6690 -16.9872 18.3957 0.4219
H -4.7638 -17.7160 16.9077 0.5182
H -4.5210 -18.0347 18.6555 0.1843
H -3.2868 -15.7083 17.1616 0.4324
H -2.4836 -17.2146 17.7072 0.2212
H -3.8290 -17.1932 20.5867 0.6561
H -2.4737 -16.3248 21.2042 0.0624
H -2.2902 -17.7022 19.9908 -0.0529
C 3.0160 -17.1358 27.2387 -1.4811
C 1.8731 -16.0970 27.1600 1.3493
C 1.0506 -16.0400 28.4636 -0.6700
N -0.3524 -15.4402 28.3972 0.7687
C -0.9448 -15.2446 29.7532 -0.7327
C -0.2275 -14.2915 30.7026 -0.8137
C -0.0789 -12.9573 29.9905 -0.7384
C 0.4229 -13.0794 28.5861 -0.7285
C -0.3268 -14.1299 27.7974 -0.5383
C -1.1992 -16.3122 27.5742 -0.8822
H 2.6338 -18.1487 27.4238 0.2485
H 3.6974 -16.8589 28.0542 0.4615
H 3.5381 -17.1911 26.3189 0.2235
H 1.2392 -16.4427 26.3390 -0.9301
H 2.2027 -15.1111 26.8117 0.3459
H 1.5726 -15.4716 29.2362 0.6729
H 0.9380 -17.0867 28.7727 -0.1538
H -1.1506 -16.2319 30.1708 0.6362
H -1.8496 -14.7108 29.5378 0.3359
H 0.7415 -14.6746 31.0438 0.3445
H -0.7666 -14.2811 31.6498 0.4805
H 0.6514 -12.3247 30.5071 0.4175
H -1.0201 -12.3965 30.0894 0.2868
H 1.4679 -13.3556 28.6115 0.2716
H 0.2566 -12.1516 28.0573 0.4356
H 0.0782 -14.2390 26.8213 0.0068
H -1.3655 -13.8589 27.6194 0.7444
H -0.8293 -16.2683 26.5578 -0.0745
H -2.2227 -16.0224 27.6162 0.6848
H -1.2063 -17.3058 28.0136 -0.0207
C 7.7587 -13.4823 18.2040 -1.3640
C 6.5847 -14.5083 18.4568 -0.5655
C 6.1262 -14.5714 19.8684 -0.5900
N 5.1829 -15.6958 20.2663 0.6056
C 5.7130 -17.0646 20.0099 -0.9639
C 4.9936 -18.1795 20.7087 -0.0926
C 4.8299 -18.0075 22.2527 0.2563
C 4.2338 -16.6381 22.4761 1.0464
C 4.9942 -15.5558 21.7687 -1.4243
C 3.8106 -15.5983 19.6245 -1.0321
H 8.7593 -13.6829 18.5571 0.3672
H 7.3876 -12.4969 18.4186 0.3773
H 7.8642 -13.4492 17.1241 0.4042
H 6.7767 -15.5393 18.1659 0.4326
H 5.7990 -14.3068 17.7279 0.3835
H 5.5307 -13.7225 20.1797 0.4905
H 6.9711 -14.6380 20.5517 0.3061
H 6.7318 -17.0220 20.3807 0.3983
H 5.7044 -17.2367 18.9382 0.5469
H 5.5658 -19.0878 20.4747 0.5379
H 3.9947 -18.3497 20.2989 -0.2053
H 5.7721 -18.1343 22.7701 0.4869
H 4.0262 -18.6576 22.5855 -0.8473
H 4.1945 -16.3185 23.5172 0.4089
H 3.1848 -16.6855 22.2009 -0.8912
H 6.0321 -15.5479 22.1356 0.4403
H 4.5306 -14.5733 21.9264 0.4828
H 3.0654 -16.1312 20.1900 0.1345
H 3.8694 -15.9648 18.6165 0.4987
H 3.5542 -14.5522 19.6287 0.3150
C 1.1150 -19.7699 32.0523 -1.3949
C 0.4218 -21.0979 32.3508 -0.1682
C -0.9459 -21.0484 31.7432 -0.2199
N -1.9435 -22.1747 31.9344 0.1473
C -3.1721 -21.8501 31.1381 -0.8628
C -2.8975 -21.8368 29.6095 0.3910
C -2.2925 -23.1512 29.1184 -0.7775
C -1.1459 -23.5553 30.0414 -0.5419
C -1.4427 -23.4390 31.5363 -0.9006
C -2.3590 -22.2717 33.3344 -1.0114
H 1.2994 -19.6222 30.9997 0.2744
H 2.0603 -19.6556 32.6283 0.4308
H 0.5629 -18.9126 32.4299 0.3534
H 0.3504 -21.2000 33.4447 0.3075
H 1.0168 -21.9542 32.0049 0.2574
H -0.8655 -20.8714 30.6722 -0.1245
H -1.5228 -20.1734 32.0847 0.3086
H -3.6054 -20.9184 31.5003 0.4652
H -3.8695 -22.6587 31.3925 0.3975
H -2.2216 -21.0165 29.2982 -0.4505
H -3.8817 -21.6565 29.1589 0.4374
H -1.8821 -22.8417 28.1870 0.3149
H -3.0488 -23.9083 29.1717 0.3743
H -0.2717 -22.9405 29.7863 0.1814
H -0.8620 -24.5919 29.8839 0.4755
H -0.5484 -23.6999 32.1375 0.5188
H -2.1275 -24.1820 31.8827 0.5425
H -1.4845 -22.5326 33.9397 0.4266
H -3.1345 -23.0134 33.4591 0.4521
H -2.6940 -21.2687 33.6197 0.3528
Cl -0.0511 -19.7822 28.3856 -0.7612
N -1.9268 -15.5542 23.8942 0.0923
S -0.4482 -14.9830 23.2752 0.9998
O 0.5401 -14.8524 24.3306 -0.5567
O -0.4914 -14.0124 22.2031 -0.6152
F -0.0857 -16.3550 22.5382 -0.1779
S -3.0547 -14.7148 24.3129 0.8178
O -4.0318 -14.4729 23.3044 -0.6191
O -2.8884 -13.6648 25.2889 -0.6279
F -3.5874 -15.9093 25.1427 -0.2636
N -0.0359 -19.2742 18.7734 -0.2039
S -0.8206 -20.7308 19.0065 0.8538
O -1.2543 -20.8882 20.3468 -0.4590
O -0.3086 -21.8687 18.3305 -0.5946
F -2.1065 -20.2993 18.1956 -0.2336
S 1.2806 -18.9506 19.4641 0.9017
O 1.9542 -18.1009 18.5067 -0.7392
O 2.1600 -19.7143 20.2862 -0.5835
F 0.7143 -17.9532 20.5525 0.2377
```

=====

Below is 8 unconnected molecules or ions with the total composition C45H104ClF3N6O5S, with properties calculated with wB97M-V/def2-TZVPD.

* HOMO level: -14.8537 eV
* net charge: +4

The geometry in XYZ format:
```
165
Properties=species:S:1:pos:R:3:mulliken_charge:R:1
C 0.0647 4.1423 -1.5129 -1.0509
C 1.1512 4.9342 -0.7651 -0.5240
C 1.0524 6.5401 -0.8559 -0.4500
C -0.0452 7.0334 0.1116 -0.9084
N 0.0653 8.5508 0.2627 0.4553
C 1.4025 8.9191 0.8029 -0.5920
C 1.3040 10.0571 1.8898 -0.6071
C -0.1970 10.4565 1.7628 -0.6624
C -0.8867 9.1493 1.2709 -0.5185
C -0.2010 9.2044 -1.0428 -0.9839
H 0.0174 4.3444 -2.5891 0.3548
H -0.9718 4.3555 -1.1536 0.2875
H 0.2101 3.0509 -1.3127 0.2052
H 2.1341 4.6105 -1.1880 0.2879
H 1.1347 4.5729 0.2695 0.1966
H 0.8062 6.8344 -1.8707 0.3371
H 2.0020 7.0157 -0.6311 0.4957
H 0.2198 6.6163 1.0573 0.4888
H -1.0739 6.7456 -0.2443 0.3100
H 2.0541 9.2538 -0.0412 0.3233
H 1.8615 7.9648 1.2052 0.3476
H 2.0426 10.8412 1.7243 0.3394
H 1.4945 9.6159 2.8925 0.3339
H -0.3141 11.2153 0.9861 0.2910
H -0.6306 10.7406 2.7253 0.4088
H -1.8256 9.3589 0.7703 0.3317
H -0.9925 8.3979 2.0567 0.3915
H -0.0623 10.2712 -0.8856 0.4461
H -1.2091 9.0851 -1.4275 0.3496
H 0.5069 8.8007 -1.8037 0.2989
C 1.1131 -5.7570 -2.0200 -1.5291
C 2.2356 -4.6995 -2.1201 0.3094
C 2.0405 -3.7877 -3.3271 -0.2771
C 3.2065 -2.8004 -3.5054 -0.9263
N 3.1831 -1.7604 -4.5656 0.4881
C 3.3095 -2.4518 -5.9374 -0.7040
C 4.0177 -1.3484 -6.8234 -0.7462
C 4.8457 -0.4743 -5.8651 -0.6025
C 4.3524 -0.8087 -4.4276 -0.0956
C 1.9561 -0.9607 -4.4492 -0.6119
H 0.2402 -5.3296 -1.5352 0.3077
H 1.3453 -6.6465 -1.4246 0.3656
H 0.9231 -6.0794 -3.0622 0.4667
H 3.2195 -5.1267 -2.0863 0.4798
H 2.2475 -4.1218 -1.2035 -0.3674
H 1.0266 -3.3279 -3.2043 0.2557
H 2.0367 -4.4025 -4.2364 0.4071
H 4.1625 -3.3281 -3.5893 0.5448
H 3.3308 -2.1777 -2.5703 -0.0855
H 2.3322 -2.6570 -6.1863 0.4813
H 3.8385 -3.4414 -5.8263 0.3988
H 3.2532 -0.8237 -7.3757 0.3613
H 4.7490 -1.7361 -7.5033 0.3807
H 4.6745 0.6108 -5.9849 0.3131
H 5.8670 -0.6700 -6.0938 0.3780
H 3.9803 -0.0543 -3.7746 -0.1118
H 5.1852 -1.3876 -3.9279 0.3002
H 1.9368 -0.5450 -3.4369 0.0744
H 1.0557 -1.6322 -4.5264 0.2810
H 1.9557 -0.2747 -5.3279 0.4348
C 6.4202 -6.9526 3.5736 -1.1599
C 4.9468 -7.3761 3.1554 -0.5288
C 3.9315 -6.1514 3.2530 -0.5153
C 2.5397 -6.7058 3.0057 -1.0200
N 1.3748 -5.7330 2.7729 0.3871
C 1.3343 -4.7096 3.8389 -0.7440
C -0.2107 -4.3918 4.0247 0.1320
C -0.9433 -5.4602 3.1358 -0.5822
C 0.0850 -6.5092 2.9402 -0.6642
C 1.3874 -5.0791 1.4382 -0.8818
H 6.3572 -5.9669 4.0396 0.3394
H 7.0801 -6.8153 2.7245 0.3123
H 6.9022 -7.6169 4.2717 0.3360
H 4.5743 -8.2205 3.7434 0.3538
H 4.8651 -7.7087 2.1158 0.3751
H 4.1284 -5.3432 2.5707 0.2501
H 3.9948 -5.7860 4.2505 0.5212
H 2.2107 -7.2291 3.9099 0.4394
H 2.4865 -7.4234 2.1740 0.4002
H 1.9749 -3.8373 3.6583 0.2990
H 1.7104 -5.2101 4.7210 0.4074
H -0.4907 -3.3395 3.8444 -0.3291
H -0.5253 -4.6340 5.0162 0.5181
H -1.2590 -4.8863 2.2408 0.1709
H -1.8708 -5.7789 3.5946 0.5370
H -0.0428 -7.1137 2.0672 0.5011
H 0.1465 -7.0824 3.8624 0.4301
H 0.7164 -4.2451 1.4290 0.2832
H 1.1159 -5.8436 0.7027 0.0146
H 2.3780 -4.7079 1.2039 0.3247
C -2.9573 -2.7903 6.2450 -0.7837
C -3.4901 -1.3637 6.5573 -0.7344
C -3.8564 -0.6975 5.2046 0.1793
C -4.3257 0.8131 5.2044 -1.1277
N -4.0921 1.5403 3.8935 0.2321
C -2.6103 1.6059 3.5256 0.1159
C -2.4989 2.6933 2.5209 -0.4843
C -3.6221 3.6594 2.8556 -0.6519
C -4.4212 3.0762 4.0211 -0.6317
C -4.8732 0.8764 2.7960 -0.7996
H -2.3111 -2.8173 5.3789 -0.1029
H -3.7902 -3.3963 5.9675 0.3450
H -2.4417 -3.2455 7.0931 0.4422
H -2.6934 -0.8133 6.9702 0.4161
H -4.2216 -1.3688 7.3507 0.3900
H -4.6259 -1.3256 4.7262 0.4402
H -2.9735 -0.7567 4.5694 -0.1295
H -3.8558 1.4500 5.9649 0.3873
H -5.3930 0.8614 5.3221 0.4978
H -2.2554 0.6035 3.2371 -0.4018
H -2.0600 1.8586 4.3961 0.4024
H -2.6694 2.3193 1.5014 0.1438
H -1.4543 3.0352 2.5230 0.5656
H -4.2770 3.8193 1.9814 0.3590
H -3.2113 4.5966 3.2313 0.3055
H -5.4821 3.3297 3.9691 0.3664
H -4.0245 3.3693 5.0198 0.3931
H -5.6622 0.3444 3.2656 0.3538
H -4.1317 0.2106 2.3555 0.3008
H -5.2375 1.5855 2.0818 0.3566
C -6.0910 -0.1546 -8.2106 -1.3934
C -7.5648 -0.3861 -8.0986 0.4001
C -8.1419 -0.7802 -6.7369 -0.7226
O -8.3024 0.4764 -6.0768 -0.3742
C -8.6425 0.3165 -4.7326 -0.7230
N -8.3291 0.8661 -8.5104 -0.3788
H -8.3331 1.5332 -7.7011 0.3866
H -7.9787 1.4232 -9.2942 0.3543
H -9.3301 0.6937 -8.7657 0.3681
H -5.7040 0.7438 -7.7020 0.3717
H -5.8244 -0.0727 -9.2739 0.3885
H -5.5099 -0.9679 -7.7233 0.3422
H -7.8292 -1.1582 -8.8248 0.3109
H -7.4515 -1.3679 -6.1172 0.3937
H -9.0567 -1.4056 -6.9141 0.4107
H -7.8494 -0.3018 -4.2683 0.2922
H -9.6059 -0.2454 -4.5884 0.3150
H -8.6421 1.3149 -4.2955 0.2580
C 3.8163 -1.2948 0.0532 -0.8184
C 3.9403 -0.3392 1.3033 0.6375
C 5.3311 0.2764 1.3970 -1.1679
O 5.4175 1.0471 2.5686 -0.3525
C 6.7139 1.6040 2.7293 -0.8132
N 3.0266 0.8111 1.1300 0.2764
H 2.0286 0.4809 1.1336 0.0107
H 3.2143 1.5492 1.7869 0.4974
H 3.1034 1.3058 0.1678 -0.1883
H 4.7786 -1.4796 -0.4049 0.7374
H 3.0115 -0.9960 -0.5871 -0.0536
H 3.5227 -2.2597 0.4483 -0.0010
H 3.7058 -0.8373 2.2514 0.3722
H 5.5196 0.7673 0.3956 0.4014
H 5.9930 -0.6023 1.3828 0.4500
H 7.4235 0.8586 2.5675 0.3715
H 6.8337 2.0043 3.7359 0.2545
H 6.8853 2.4727 2.0837 0.3122
Cl 3.1800 1.5001 -1.9733 -0.7191
C -0.7844 -1.1398 -0.0089 0.5474
F -0.0405 -0.6919 -1.0702 -0.1952
F -2.0249 -0.6532 -0.1618 -0.2107
F -0.8176 -2.5228 -0.0393 -0.2196
S -0.1219 -0.6606 1.6595 1.3362
O 1.2158 -1.2343 1.5816 -0.9329
O -0.0424 0.8078 1.6518 -0.8323
O -1.1774 -1.1948 2.4975 -0.7071
```